(1)
The following is a quantum chemistry calculation of the ion C5H11NO with charge -1 in a non-equilibrium geometry, from the Open Molecules 2025 dataset.

The LUMO energy (alpha / beta) is 4.049 / 3.948 eV. The relative energy (zero: lowest compared OMol25 entry of this formula, charge and spin) comes out at 199.0 kJ/mol. As for the net charge: -1. The HOMO energy (alpha / beta) comes out at 0.436 / -3.374 eV. Its multiplicity is 2.

The geometry in XYZ format:
```
18
Properties=species:S:1:pos:R:3:forces:R:3
O 3.38241 -0.51298 -1.04303 1.1 -1.7 -1.1
C 2.42076 0.05156 -0.49633 -0.8 2.3 1.4
C 1.17639 -0.56756 0.05143 -1.2 -1.0 -0.2
C 0.30098 0.40206 0.97115 1.1 -0.9 1.2
C -0.99791 1.09642 0.57081 -0.9 0.9 -3.2
C -1.63189 0.23919 -0.63501 2.2 0.2 -1.6
N -1.85423 -1.21392 -0.37911 -0.4 0.3 1.0
H 2.62919 1.06825 -0.09341 -0.2 0.1 0.3
H 0.66561 -1.03552 -0.82653 -0.1 0.3 0.7
H 1.33148 -1.48290 0.73918 0.4 0.5 -0.5
H 1.08733 1.17075 1.18881 -0.9 -0.5 0.5
H 0.04578 -0.22567 1.86413 0.6 0.7 -0.3
H -0.56394 2.10908 0.12008 -1.8 -1.8 0.7
H -1.87379 1.29278 1.27200 1.7 -0.2 0.0
H -0.71794 0.25314 -1.34308 -1.6 0.4 0.5
H -2.52742 0.65130 -1.20557 1.0 -0.2 1.1
H -1.55994 -1.75540 -1.19456 0.0 0.3 0.5
H -1.31288 -1.54061 0.43905 -0.3 0.3 -0.9
```
Positions in Å, forces in eV/Å.

Atomic partial charges in e from the Löwdin method, atoms 1 to 4: atom 1 (O): -0.195, atom 2 (C): -0.528, atom 3 (C): -0.294, atom 4 (C): -0.266

---

(2)
The following is a quantum chemistry calculation of a structure of composition C4H10ClN in a non-equilibrium geometry, from the Open Molecules 2025 dataset.

The LUMO energy is 0.716 eV. The relative energy (zero: lowest compared OMol25 entry of this formula, charge and spin) comes out at 484.1 kJ/mol. The HOMO energy comes out at -9.340 eV.

The geometry in XYZ format:
```
16
Properties=species:S:1:pos:R:3:forces:R:3
C -0.92528 2.15725 -0.11408 3.3 2.3 2.8
C -1.08318 0.93040 0.82710 -1.4 1.5 0.9
C -0.25941 -0.37368 0.45222 -15.0 0.0 1.6
C 1.03513 -0.42203 0.38471 9.1 -4.3 -0.8
H -1.53550 2.16355 -0.96456 -1.1 0.1 -1.1
H 0.15009 2.25547 -0.46809 -1.1 -0.4 0.2
H -0.97308 3.20476 0.54303 -0.6 -2.7 -1.8
H -0.81309 1.36051 1.89244 -0.4 -1.5 -1.9
H -2.27012 0.76843 0.83266 2.7 -0.3 0.3
H -0.70943 -0.78846 -0.55318 0.5 1.3 2.3
H -0.88441 -2.37531 1.00242 1.9 0.8 0.3
H -2.00657 -1.48238 1.12902 3.6 1.3 1.9
H 1.87492 0.07223 0.82033 -0.2 1.8 0.1
H 1.19862 -1.44818 0.96177 0.7 1.1 -2.1
N -0.82228 -1.42405 1.46404 -5.1 -1.1 -2.1
Cl 1.12476 -0.44199 -1.45551 3.0 -0.1 -0.6
```
Positions in Å, forces in eV/Å.

Atomic partial charges in e from the Löwdin method, atoms 1 to 4: atom 1 (C): -0.151, atom 2 (C): -0.230, atom 3 (C): -0.682, atom 4 (C): -0.505

---

(3)
The following is a quantum chemistry calculation of a cluster of 2 separate species, C4H12NOS in total in a non-equilibrium geometry, from the Open Molecules 2025 dataset.

The LUMO energy is 3.635 eV. The relative energy (zero: lowest compared OMol25 entry of this formula, charge and spin) comes out at 78.3 kJ/mol. As for the net charge: -1. The HOMO energy comes out at -2.570 eV.

The geometry in XYZ format:
```
19
Properties=species:S:1:pos:R:3:forces:R:3
C 1.45441 3.35166 -0.79838 -1.2 0.9 1.4
N 0.44598 2.31450 -0.91350 0.4 -1.2 0.6
C 0.75301 1.08868 -0.06557 0.1 0.6 -1.6
C -0.40249 0.11876 -0.28837 0.7 -0.9 1.2
S -0.34707 -1.34576 0.83335 -0.1 0.0 0.1
C 2.03500 0.43322 -0.56106 0.5 -1.3 0.1
H 2.34283 3.11456 -0.22022 0.3 -0.4 -0.2
H 1.02308 4.21705 -0.26012 -0.1 -0.3 0.2
H 1.69320 3.80599 -1.71584 0.7 0.2 -1.5
H 0.44273 1.88215 -1.83373 0.1 0.6 -0.2
H 0.91600 1.39903 0.96020 -0.4 0.0 0.3
H -0.27072 -0.29036 -1.28748 -0.4 0.3 -0.4
H -1.35060 0.60617 -0.13368 -0.3 0.4 -0.3
H 2.93820 1.03958 -0.62220 -0.1 0.3 0.2
H 2.25327 -0.43312 0.07370 0.0 0.2 0.3
H 1.92606 -0.07203 -1.53151 -0.4 0.5 -0.1
H -2.38371 -3.67366 0.77817 0.0 0.5 0.0
H -3.90167 -3.42714 0.61958 0.4 0.1 0.0
O -3.25213 -4.06942 0.92377 -0.3 -0.4 0.0
```
Positions in Å, forces in eV/Å.

Atomic partial charges in e from the Löwdin method, atoms 1 to 4: atom 1 (C): -0.174, atom 2 (N): -0.098, atom 3 (C): -0.492, atom 4 (C): -0.722

---

(4)
The following is a quantum chemistry calculation of the molecule C2H5N3O2 in a non-equilibrium geometry, from the Open Molecules 2025 dataset.

The LUMO energy is 0.127 eV. The relative energy (zero: lowest compared OMol25 entry of this formula, charge and spin) comes out at 672.6 kJ/mol. The HOMO energy comes out at -8.384 eV.

The geometry in XYZ format:
```
12
Properties=species:S:1:pos:R:3:forces:R:3
C 0.17023 0.01410 0.03372 -4.0 -3.3 -4.4
C -0.68423 -0.91656 -0.74574 2.3 4.8 0.7
N 1.29341 1.99068 0.70827 -0.1 1.8 -2.5
N 0.50509 1.24498 -0.27183 0.9 -0.9 2.8
N -0.96518 -2.14871 -0.17190 -0.3 -0.8 -0.8
O -0.79601 -2.29415 1.04231 0.0 -0.4 -0.4
O -1.37051 -3.03240 -0.95101 0.2 0.6 1.1
H 0.50992 -0.53224 0.82787 1.3 -0.4 2.6
H -1.09630 -0.59748 -1.72783 0.3 -1.0 0.9
H 0.99303 2.98115 0.65242 0.3 -1.2 0.6
H 1.40300 1.61758 1.64107 -0.9 -0.4 -0.3
H 0.03756 1.67304 -1.03734 0.1 1.0 -0.2
```
Positions in Å, forces in eV/Å.

Atomic partial charges in e from the Löwdin method, atoms 1 to 4: atom 1 (C): -0.058, atom 2 (C): -0.038, atom 3 (N): 0.037, atom 4 (N): -0.034

---

Q: Which formula does entry 4 have?
A: C2H5N3O2